1.
Molecular formula: C2H35O16
Method: DFT, wB97M-V/def2-TZVPD

As for the net charge: -1. As for the frontier orbital gap: 8.897 eV.

XYZ file:
```
53
Properties=species:S:1:pos:R:3:forces:R:3
C 1.6325 -0.0515 -0.4161 -0.19 -1.08 0.09
C 0.3446 0.3251 0.2918 -0.85 -0.99 -0.26
O -0.7370 0.3845 -0.6048 0.81 -0.15 0.92
H 1.9927 0.6272 -1.1793 0.19 0.07 0.09
H 1.3983 -1.0613 -0.8266 0.28 0.84 -0.24
H 2.4398 -0.3079 0.2589 0.44 0.44 0.37
H 0.3190 1.1728 0.9875 0.52 0.31 -0.02
H 0.2379 -0.5097 0.9847 -0.51 -0.25 0.38
O -2.0345 2.4815 0.4039 -0.51 0.38 0.17
H -1.5448 1.6611 0.1269 -0.73 -0.05 -0.81
H -2.7986 2.6976 -0.1628 0.92 -0.69 0.14
O 0.7312 1.1752 -3.2547 -0.25 -0.22 -0.79
H 1.0618 0.6373 -2.5497 0.01 -0.47 0.27
H 1.2506 1.9819 -3.2004 -0.04 0.43 -0.20
O -2.2456 1.0976 -2.5641 -0.60 0.33 -0.41
H -1.6559 0.8852 -1.8317 0.86 0.60 0.30
H -2.7122 0.2741 -2.6170 -0.87 -0.46 -0.35
O 1.9366 -2.5104 -2.8541 1.29 -2.27 -0.61
H 1.1807 -2.0301 -2.6084 -1.75 1.68 0.24
H 1.4885 -3.3736 -2.9740 0.67 0.35 -0.22
O 1.8158 3.5446 -2.7376 0.69 1.89 -1.63
H 1.6796 4.5139 -2.8682 0.08 -1.38 0.16
H 1.7095 3.3883 -1.8032 -0.37 0.04 1.05
O -1.3268 -2.5840 2.1908 -1.21 0.61 -0.04
H -1.2110 -3.4273 2.6052 0.21 -0.91 0.45
H -2.3021 -2.4853 2.1322 0.91 0.12 -0.11
O -0.5779 -3.3894 -0.4019 0.91 0.04 -1.28
H -0.5403 -2.6467 -1.0650 -0.35 -0.79 0.52
H -1.1599 -3.1149 0.2874 -0.62 0.56 0.75
O 1.0097 3.1838 -0.3256 0.62 0.65 1.26
H 1.4837 3.3958 0.5059 -0.36 -0.30 -0.77
H 0.6327 2.3088 -0.1854 -0.25 -0.01 -0.18
O -1.1733 3.7355 2.4793 -0.53 0.48 0.63
H -0.3057 3.8270 2.1332 1.38 0.48 -0.24
H -1.5786 3.2401 1.7457 -0.78 -0.16 -0.62
O -2.9111 -1.1606 0.0952 -1.08 -0.90 0.47
H -2.9931 -0.7965 0.9889 0.30 0.36 -0.62
H -2.1013 -0.8135 -0.2992 0.68 0.83 0.37
O 2.1879 -3.8257 -0.3444 0.51 0.58 -0.72
H 1.3148 -3.4921 -0.1042 -0.44 -0.41 0.22
H 2.3147 -3.3716 -1.2094 0.22 -0.36 0.68
O -1.3111 1.5478 3.8715 -1.42 -0.05 0.74
H -1.1780 2.3794 3.3858 0.02 0.13 0.11
H -0.5643 1.0091 3.6888 1.00 -0.27 -0.42
O -0.5648 -1.6002 -2.3999 -0.43 -0.93 -0.65
H -0.4952 -0.7889 -1.8771 -0.36 1.19 0.63
H -1.4821 -1.6619 -2.7061 0.47 0.14 -0.01
O 1.2233 0.3354 3.6329 0.07 1.88 1.03
H 1.5113 -0.1940 2.9288 0.90 -1.31 -1.62
H 0.6133 -0.2430 4.0551 -0.60 -0.86 0.89
O 1.5316 -2.2658 2.3501 2.05 -0.05 1.07
H 0.6091 -2.2765 2.2686 -2.26 0.00 -0.39
H 1.8543 -1.8283 1.5717 0.32 -0.11 -0.79
```
Forces are in eV/Å.

=====

2.
Molecular formula: C5H10N3
Method: DFT, wB97M-V/def2-TZVPD

As for the net charge: +1. As for the frontier orbital gap: 8.910 eV.

XYZ file:
```
18
Properties=species:S:1:pos:R:3:forces:R:3
H -1.9495 -0.0817 2.0096 1.61 1.16 -0.99
N -1.0299 0.1237 1.4902 -0.94 -0.34 0.53
C -0.5147 1.2877 1.5529 0.53 -2.04 1.19
C 0.8795 1.5423 0.9513 -1.47 0.46 0.42
N 0.7627 1.5860 -0.4563 3.65 2.87 1.03
C 0.0627 0.9846 -1.2078 -3.30 -2.99 -1.89
C -0.9066 -0.1436 -0.9964 3.01 -1.04 0.87
N -0.4526 -1.3615 -0.8597 -3.39 -0.42 -2.27
C 0.8341 -1.9941 -0.7166 1.60 2.18 0.68
H -0.9913 2.0596 2.1206 -0.10 0.84 0.21
H 1.1484 2.5364 1.2342 0.27 0.79 0.31
H 1.7613 0.9631 1.2391 -0.59 -0.61 0.21
H -0.0114 1.1810 -2.2617 0.44 0.55 -0.93
H -1.9225 0.1026 -1.2180 -0.76 -0.64 0.06
H -1.2242 -2.0413 -1.0294 0.89 0.34 0.52
H 1.0857 -2.8131 -1.3345 -0.13 0.01 -2.58
H 1.6778 -1.2623 -0.5885 -1.00 -0.83 -0.23
H 0.7904 -2.6692 0.0711 -0.31 -0.29 2.86
```
Forces are in eV/Å.

=====

3.
Molecular formula: C4H12
Method: DFT, wB97M-V/def2-TZVPD

Its multiplicity is 2. As for the net charge: +1. As for the expectation value of S²: 0.754. As for the frontier orbital gap (spin up / spin down): 13.484 / 4.596 eV.

XYZ file:
```
16
Properties=species:S:1:pos:R:3:forces:R:3
C 1.3179 -0.0795 1.0479 -1.93 -3.64 2.62
C 2.3275 0.8544 1.6865 -2.93 1.60 -0.83
H 1.7382 -1.1977 0.9240 -0.82 2.78 -0.37
H 0.3673 -0.2779 1.7778 1.85 0.62 -1.80
H 0.8196 0.3750 0.1145 0.20 -0.27 0.19
H 1.8400 1.7546 2.1915 0.85 -0.84 -1.32
H 3.0680 1.0019 0.9497 1.39 0.78 -0.10
H 2.6197 0.2697 2.4985 1.24 -1.33 1.56
C -1.3142 -0.0292 -0.9325 -1.47 3.29 1.10
C -2.2398 -0.6984 -1.7845 1.12 -0.24 -3.55
H -0.3765 -0.5694 -0.7516 1.80 -0.89 0.27
H -0.8842 0.9005 -1.4091 -0.24 -0.81 0.26
H -1.6942 0.2346 0.0594 0.18 -0.25 0.05
H -1.7811 -0.7100 -2.8072 -0.64 -0.09 0.59
H -2.6151 -1.6843 -1.6479 -0.38 -1.11 0.94
H -3.1930 -0.1443 -1.9170 -0.21 0.40 0.39
```
Forces are in eV/Å.

=====

Number 1: E -1301.0874 Ha, maximum force 2.7 eV/Å. Number 2: E -360.4179 Ha, maximum force 4.8 eV/Å. Number 3: E -159.1229 Ha, maximum force 4.9 eV/Å.